1.
Entry from the Open Molecules 2025 dataset: a molecular structure, C44H46EuN4O5S3 (ωB97M-V with the def2-TZVPD basis set).

```
103
C44H46EuN4O5S3 ωB97M-V with the def2-TZVPD basis set
Eu 13.4187 9.8624 14.9355
C 14.9858 8.4766 17.3175
C 13.9556 7.2899 16.8044
O 12.6237 7.8149 16.6749
C 11.4542 7.4458 15.9377
C 10.3916 8.6222 15.6265
O 10.7768 10.0681 15.2996
C 10.3690 11.1019 16.3046
C 11.2468 12.3928 16.6205
O 12.6429 12.0726 16.6784
C 13.8958 12.6361 17.0675
C 14.9750 11.4136 17.4803
O 15.3054 9.9892 16.6918
H 15.9662 8.0126 17.2096
H 14.7725 8.7465 18.3355
H 13.9159 6.7591 17.7766
H 14.1850 6.7735 15.9872
H 10.9020 6.7697 16.5941
H 11.7957 7.1268 14.9463
H 9.6439 8.6894 16.4207
H 9.8616 8.2704 14.7361
H 10.0555 10.6872 17.2828
H 9.5334 11.4982 15.7780
H 10.8911 12.8939 17.5242
H 11.1546 13.0332 15.7583
H 13.7365 12.9585 18.0779
H 14.3424 13.4050 16.2609
H 14.7257 11.0977 18.4798
H 15.9430 11.8913 17.4042
N 15.4591 10.0581 13.8796
S 16.1403 10.2077 12.6076
N 16.1420 11.7216 11.7422
S 14.8490 12.0805 10.8064
N 13.1535 11.9930 10.9466
S 12.6072 12.3300 12.4000
N 12.6647 11.5593 13.6051
C 10.8566 12.7426 11.8442
C 10.3637 12.7365 10.5760
C 8.9824 12.7781 10.3586
C 8.1852 12.5640 11.4716
C 8.7059 12.6423 12.7749
C 10.0843 12.7819 12.9575
C 13.2434 14.0468 12.8463
C 12.5313 15.2097 12.6184
C 12.9162 16.4097 13.2597
C 13.8759 16.3995 14.2547
C 14.6290 15.2070 14.4170
C 14.3924 14.0750 13.6492
C 15.1730 11.2437 9.3044
C 14.2766 10.4306 8.6507
C 14.7104 9.8537 7.4673
C 15.9774 10.1324 6.9734
C 16.8593 10.9501 7.6855
C 16.4629 11.5040 8.8597
C 14.9421 13.7730 10.3767
C 15.8104 14.6555 10.9879
C 15.7670 15.9769 10.5879
C 14.8900 16.3739 9.5837
C 14.0030 15.4527 9.0193
C 13.9991 14.1479 9.4213
C 17.8524 10.1867 12.9985
C 18.6566 11.2871 13.1322
C 19.8399 11.1523 13.8505
C 20.2255 9.9145 14.3434
C 19.3660 8.8177 14.2687
C 18.1979 8.9493 13.5639
C 15.9270 8.9724 11.3663
C 16.9391 8.5726 10.5000
C 16.7670 7.4223 9.7576
C 15.5741 6.7218 9.8281
C 14.5514 7.1513 10.6627
C 14.7267 8.2842 11.4457
H 11.0647 12.6270 9.7516
H 8.5861 12.8337 9.3425
H 7.1392 12.3408 11.3729
H 8.0634 12.3561 13.5939
H 10.6615 12.4662 13.9381
H 11.6659 15.1760 11.9658
H 12.4003 17.3167 12.9665
H 14.0586 17.2734 14.8667
H 15.3382 15.1492 15.2445
H 14.7818 13.1446 13.9977
H 13.3080 10.2220 9.0725
H 14.0683 9.1516 6.9707
H 16.3057 9.6798 6.0443
H 17.8580 11.1497 7.3045
H 17.1458 12.1031 9.4377
H 16.4787 14.2702 11.7429
H 16.4425 16.6821 11.0505
H 14.8725 17.3996 9.2423
H 13.3015 15.7824 8.2695
H 13.3063 13.4232 9.0291
H 18.2855 12.2507 12.7975
H 20.4472 12.0295 14.0104
H 21.1641 9.7980 14.8785
H 19.6202 7.8924 14.7659
H 17.4948 8.1345 13.5557
H 17.8739 9.1335 10.4467
H 17.6057 7.1055 9.1433
H 15.4439 5.8249 9.2292
H 13.6304 6.6037 10.7699
H 13.9734 8.5223 12.2126
O 13.0450 8.5902 13.5115
```

Summary:
LUMO energy (alpha / beta) = -0.076 / -0.156 Eh
HOMO-LUMO gap (alpha / beta) = 4.30 / 6.17 eV
net charge = +1
spin multiplicity = 7

2.
Entry from the Open Molecules 2025 dataset: 3 unconnected molecules or ions with the total composition C30H32F5NO10 (ωB97M-V with the def2-TZVPD basis set).

```
78
C30H32F5NO10 ωB97M-V with the def2-TZVPD basis set
C 3.7099 -1.1889 4.9258
C 3.7843 -1.5615 3.3349
C 2.5043 -2.4854 2.8977
C 1.4667 -1.6086 1.9804
C 0.8129 -2.4446 0.7790
C 0.4435 -0.8733 2.9512
C 0.7679 0.6010 3.3643
C 2.0662 1.4238 2.8809
O 2.9904 1.7823 3.6850
O 2.1013 1.7368 1.5282
C -0.1753 1.3852 4.3508
N -1.3395 0.7228 4.8749
C -1.7302 -0.6555 4.5564
C -3.0448 -1.1703 5.3073
C -4.2981 -0.1281 5.1995
C -4.9923 -0.2606 3.7581
C -6.1723 -1.3463 3.6817
F -6.8503 -1.5595 4.9143
F -5.6332 -2.5822 3.1603
C -7.2932 -0.7421 2.6639
F -8.0738 -1.8452 2.1899
F -8.1393 0.2014 3.3374
F -6.7284 -0.1329 1.5187
C -0.8645 -1.5307 3.5727
C -1.2967 -3.0394 3.2156
C -0.3051 -4.1527 3.8906
H 4.5144 -1.7788 5.5156
H 2.6808 -1.3876 5.3825
H 3.9420 -0.0767 5.1212
H 3.8568 -0.5914 2.7385
H 4.7207 -2.2062 3.2192
H 2.8653 -3.3968 2.3112
H 1.9767 -2.7369 3.8830
H 2.1458 -0.8151 1.4757
H 1.6445 -2.6617 0.0054
H -0.0113 -1.8909 0.2174
H 0.4800 -3.4819 1.1643
H 0.0876 2.4586 4.6392
H -1.9151 1.2668 5.5484
H -2.7639 -1.2345 6.4309
H -3.4469 -2.1712 4.9422
H -4.9976 -0.3737 6.0817
H -3.9882 0.9629 5.3289
H -5.4697 0.7617 3.5063
H -4.2161 -0.4657 2.9337
H -2.3427 -3.3049 3.6386
H -1.4058 -3.2112 2.0761
H -0.9641 -4.9526 4.4092
H 0.3247 -3.6957 4.7466
H 0.3216 -4.7149 3.1210
C 1.1758 -0.1290 -3.0146
C 1.6445 0.6718 -3.9755
C 2.0568 0.1322 -5.3034
O 2.4634 0.8940 -6.1646
C 1.9586 -1.3154 -5.5182
C 1.4933 -2.1151 -4.5566
C 1.0556 -1.5726 -3.2389
O 0.6180 -2.3327 -2.3895
O 1.3991 -3.4621 -4.7414
O 1.7633 2.0128 -3.7809
H 0.8713 0.2497 -2.0475
H 2.2774 -1.6963 -6.4793
H 1.0351 -3.8137 -3.9051
H 2.1203 2.3675 -4.6193
C 1.4887 5.6838 -7.1214
C 1.9574 6.4833 -8.0821
C 2.3695 5.9438 -9.4096
O 2.7754 6.7063 -10.2703
C 2.2716 4.4965 -9.6241
C 1.8062 3.6961 -8.6621
C 1.3682 4.2395 -7.3446
O 0.9302 3.4816 -6.4951
O 1.7131 2.3504 -8.8470
O 2.0772 7.8264 -7.8884
H 1.1841 6.0629 -6.1549
H 2.5906 4.1158 -10.5851
H 1.3503 1.9966 -8.0102
H 2.4354 8.1786 -8.7269
```

Summary:
LUMO energy = -0.056 Eh
HOMO-LUMO gap = 6.30 eV
net charge = 0

3.
Entry from the Open Molecules 2025 dataset: a single C5H10O molecule (ωB97M-V with the def2-TZVPD basis set).

```
16
C5H10O ωB97M-V with the def2-TZVPD basis set
C -0.4691 1.3687 -0.6095
C -0.4139 -0.0576 -0.0585
C -1.4682 -0.9594 -0.7000
C 0.8988 -0.7024 0.3224
C 1.9401 0.0798 0.9627
O 1.0013 -0.4859 1.8287
H 0.3045 2.0152 -0.1840
H -1.4344 1.7903 -0.3033
H -0.4141 1.4403 -1.7022
H -0.5688 0.0179 1.0273
H -2.4544 -0.6310 -0.3541
H -1.3478 -2.0082 -0.4075
H -1.4825 -0.9143 -1.7978
H 1.0627 -1.7465 0.0639
H 2.9163 -0.3688 1.0764
H 1.9295 1.1620 0.8356
```

Summary:
LUMO energy = 0.038 Eh
HOMO-LUMO gap = 10.84 eV
net charge = 0
ΔE to the lowest compared entry with this formula, charge and spin = 51.5 kcal/mol

4.
Entry from the Open Molecules 2025 dataset: 2 unconnected molecules or ions with the total composition C2H3BrClF (ωB97M-V with the def2-TZVPD basis set).

```
8
C2H3BrClF ωB97M-V with the def2-TZVPD basis set
C -0.3683 -1.1783 0.0518
C 0.5643 -0.5284 -0.6130
F 1.8689 -0.7808 -0.5535
Br 0.1662 0.8922 -1.7626
H -1.3177 -0.7662 0.1307
H -0.1714 -2.0100 0.7838
Cl 0.2315 2.0878 1.2909
H -0.9734 2.2838 0.6720
```

Summary:
LUMO energy = 0.017 Eh
HOMO-LUMO gap = 10.19 eV
net charge = 0
ΔE to the lowest compared entry with this formula, charge and spin = 24.3 kcal/mol

5.
Entry from the Open Molecules 2025 dataset: a gas-phase ion, C21H25F2O2Si (charge +1) (ωB97M-V with the def2-TZVPD basis set).

```
51
C21H25F2O2Si ωB97M-V with the def2-TZVPD basis set
C 4.0102 -0.2111 -1.2021
Si 2.5234 -0.3199 -2.3020
C 2.3994 1.1101 -3.4753
C 2.3919 -1.9556 -3.1714
O 1.2538 -0.2511 -1.0180
C -0.0027 -0.0361 -1.2128
C -0.9719 -0.3601 -0.1185
C -2.3927 -0.2668 -0.6629
C -2.4818 -0.9042 -2.0310
C -1.7735 -0.0182 -2.9975
O -0.3659 0.3310 -2.3958
H 4.9271 -0.3048 -1.8043
H 4.0497 0.7498 -0.6725
H 4.0108 -1.0128 -0.4512
H 3.2923 1.1071 -4.1246
H 1.5190 1.0517 -4.1302
H 2.3799 2.0731 -2.9461
H 3.2283 -2.0459 -3.8840
H 2.4644 -2.7980 -2.4692
H 1.4606 -2.0585 -3.7453
H -0.7197 -1.3967 0.2157
H -3.0979 -0.7375 0.0430
H -2.6727 0.8071 -0.7251
H -2.0661 -1.9195 -2.0261
H -3.5361 -0.9880 -2.2977
H -1.5414 -0.4991 -3.9506
H -2.2338 0.9679 -3.0902
F -5.6033 -0.0567 3.9173
C -4.3703 0.1692 3.3601
C -4.1755 1.3553 2.6543
C -2.9601 1.5162 1.9825
C -1.9872 0.5006 1.9856
C -0.8016 0.5962 0.9939
C 0.5661 0.5254 1.6680
C 1.4296 1.6199 1.5830
C 2.7617 1.5018 1.9703
C 3.1718 0.2735 2.4879
F 4.5208 0.0303 2.5691
C 2.2944 -0.7639 2.7830
C 0.9731 -0.6276 2.3414
C -2.2112 -0.6513 2.7476
C -3.4025 -0.8208 3.4674
H -4.9461 2.1208 2.6009
H -2.7780 2.4246 1.3991
H -0.8729 1.5949 0.5452
H 1.0405 2.5635 1.1755
H 3.4611 2.3259 1.8316
H 2.6244 -1.6763 3.2782
H 0.2699 -1.4428 2.4993
H -1.4881 -1.4656 2.7573
H -3.5708 -1.7270 4.0472
```

Summary:
LUMO energy = -0.126 Eh
HOMO-LUMO gap = 8.22 eV
net charge = +1

6.
Entry from the Open Molecules 2025 dataset: a single C22H21ClFN3O3 molecule (ωB97M-V with the def2-TZVPD basis set).

```
51
C22H21ClFN3O3 ωB97M-V with the def2-TZVPD basis set
C 5.4941 -0.7352 -1.1534
O 4.9407 -0.9932 0.1110
C 3.6307 -1.3923 0.1736
C 2.7890 -1.5627 -0.9154
C 1.4701 -1.9421 -0.7331
C 0.9436 -2.1689 0.5374
N -0.3714 -2.5542 0.7637
C -1.2858 -2.7868 -0.3215
C -2.0274 -1.5003 -0.7341
N -2.4228 -0.7801 0.4606
C -2.4604 0.5687 0.5631
O -2.5816 1.1495 1.6267
C -2.4117 1.3318 -0.7098
C -1.5153 2.4036 -1.0177
C -0.3708 2.8359 -0.2224
C 0.4731 1.8907 0.3569
F 0.2291 0.5883 0.1197
C 1.5649 2.2263 1.1301
C 1.8282 3.5676 1.3496
C 1.0166 4.5404 0.7935
C -0.0695 4.1796 0.0099
Cl -1.0622 5.4080 -0.6611
N -1.8461 2.9571 -2.1560
O -2.9420 2.3194 -2.6154
C -3.2975 1.3501 -1.7558
C -4.5117 0.5537 -2.0539
C -2.4415 -1.5695 1.6727
C -1.0326 -2.0977 1.9770
C 1.8170 -2.0347 1.6243
C 3.1257 -1.6460 1.4471
H 6.5264 -0.4402 -0.9704
H 4.9713 0.0808 -1.6645
H 5.4820 -1.6271 -1.7894
H 3.1376 -1.3889 -1.9216
H 0.8547 -2.0318 -1.6141
H -2.0104 -3.5397 0.0075
H -0.7546 -3.2023 -1.1765
H -1.3670 -0.8666 -1.3303
H -2.9068 -1.7614 -1.3367
H 2.1840 1.4432 1.5381
H 2.6725 3.8560 1.9558
H 1.2180 5.5860 0.9618
H -4.8434 0.0361 -1.1585
H -5.3014 1.2129 -2.4084
H -4.3060 -0.1746 -2.8384
H -2.7750 -0.9205 2.4840
H -3.1596 -2.3862 1.5535
H -1.1016 -2.9150 2.7080
H -0.4510 -1.2832 2.4156
H 1.4724 -2.2485 2.6236
H 3.7858 -1.5361 2.2935
```

Summary:
LUMO energy = 0.022 Eh
HOMO-LUMO gap = 7.99 eV
net charge = 0
ΔE to the lowest compared entry with this formula, charge and spin = 6.0 kcal/mol

7.
Entry from the Open Molecules 2025 dataset: a molecular structure, C42H41I2MoN7O5PSSe (ωB97M-V with the def2-TZVPD basis set).

```
101
C42H41I2MoN7O5PSSe ωB97M-V with the def2-TZVPD basis set
Mo -0.6743 0.2768 -0.3493
O 1.1713 -3.2695 0.9761
C 0.5175 -2.2397 1.0252
O 0.1938 -1.5337 0.0131
C -0.0734 -1.7270 2.3482
P -0.2861 0.0714 2.0724
C 1.2206 0.8411 2.7182
C 1.5006 2.1267 2.2632
C 2.6278 2.7917 2.7093
C 3.4865 2.1708 3.6031
C 3.2025 0.8997 4.0706
C 2.0698 0.2351 3.6375
C -1.5247 0.4734 3.3541
C -2.8764 0.3055 3.0699
C -3.8317 0.5390 4.0427
C -3.4487 0.9551 5.3074
C -2.1050 1.1272 5.5963
C -1.1441 0.8874 4.6280
H 0.5290 -2.0141 3.2099
H -1.0780 -2.1567 2.4679
H 0.8272 2.5931 1.5501
H 2.8514 3.7883 2.3560
H 4.3848 2.6733 3.9274
H 3.8626 0.4107 4.7710
H 1.8715 -0.7600 4.0026
H -3.1931 -0.0011 2.0797
H -4.8782 0.4029 3.8086
H -4.1954 1.1430 6.0662
H -1.8046 1.4618 6.5796
H -0.1003 1.0349 4.8684
I -2.3214 4.1106 2.9660
C -2.0230 4.2155 0.8862
C -2.1975 5.4099 0.2055
C -1.9476 5.4829 -1.1501
I -2.2362 7.3459 -2.1115
C -1.5156 4.3696 -1.8949
C -1.1956 4.3609 -3.2635
C -0.7786 3.1582 -3.8203
C -0.6821 2.0215 -3.0508
N -0.9688 1.9671 -1.7314
C -1.3771 3.1535 -1.1755
C -1.6200 3.0613 0.2072
O -1.4045 1.8885 0.7522
H -2.5278 6.2873 0.7429
H -1.2696 5.2526 -3.8630
H -0.5209 3.1002 -4.8663
H -0.3503 1.1112 -3.5176
Se -2.9322 -1.0467 -0.3177
C -2.3924 -2.7615 -1.0356
C -1.6063 -3.6336 -0.2940
C -1.0118 -4.7037 -0.9418
N -1.2376 -5.0079 -2.2088
C -2.1338 -4.2793 -2.8545
C -2.7286 -3.1481 -2.3271
H -1.4425 -3.4820 0.7596
H -0.2993 -5.3276 -0.4173
H -2.3671 -4.6116 -3.8572
H -3.4499 -2.5808 -2.8916
O 1.5698 0.6539 -1.1147
N 2.1135 1.6592 -1.7457
C 2.2101 1.6446 -3.1034
C 2.6263 2.7458 -3.8018
C 3.0141 3.9034 -3.1262
C 3.0331 3.8525 -1.7315
C 2.5942 2.7372 -1.0704
H 1.9175 0.7286 -3.5884
H 2.6445 2.7108 -4.8791
H 3.3116 4.7929 -3.6571
H 3.4069 4.6883 -1.1606
H 2.6193 2.6279 0.0000
S 3.9520 -0.2570 0.7677
C 3.8162 -1.8055 1.3175
N 3.8886 -2.8252 0.3779
C 3.7456 -4.1187 0.7165
C 3.6201 -4.4492 2.0342
C 3.5718 -3.3815 2.9503
N 3.6558 -2.1240 2.6072
H 3.9146 -2.5265 -0.5869
H 3.7322 -4.8424 -0.0835
H 3.5019 -5.4664 2.3553
H 3.4317 -3.5728 4.0059
C -2.5654 -0.2941 -4.1254
N -1.3858 -1.1151 -4.3210
C -1.4704 -2.0285 -5.4355
C -0.4563 -1.2323 -3.3322
O -0.6635 -0.7184 -2.2197
N 0.6869 -1.9317 -3.5998
C 1.5149 -2.3046 -2.4649
C 1.4352 -1.7353 -4.8266
H -2.6103 0.4924 -4.8818
H -2.5507 0.1711 -3.1416
H -3.4659 -0.9042 -4.2042
H -2.4825 -2.4312 -5.4977
H -0.7854 -2.8577 -5.2983
H -1.2548 -1.5223 -6.3781
H 0.9038 -2.8132 -1.7218
H 1.9683 -1.4336 -1.9763
H 2.2805 -2.9852 -2.8291
H 0.9036 -1.0801 -5.5107
H 1.6313 -2.6924 -5.3142
H 2.4001 -1.2760 -4.5936
```

Summary:
LUMO energy (alpha / beta) = -0.015 / -0.015 Eh
HOMO-LUMO gap (alpha / beta) = 4.37 / 6.74 eV
net charge = 0
ΔE to the lowest compared entry with this formula, charge and spin = 48.6 kcal/mol
spin multiplicity = 4

8.
Entry from the Open Molecules 2025 dataset: a gas-phase ion, C4H2NO4 (charge -1) (ωB97M-V with the def2-TZVPD basis set).

```
11
C4H2NO4 ωB97M-V with the def2-TZVPD basis set
O -2.5362 1.1250 0.6445
C -1.3914 0.6758 0.5569
C -0.6679 0.8436 -0.6082
O -1.2605 1.2901 -1.8372
C 0.6138 0.2055 -0.4560
N 1.6705 -0.1738 -0.0902
C 2.1013 -1.8383 0.5507
O 1.9291 -1.6678 1.6960
O 2.3267 -2.5936 -0.3496
H -0.7560 0.2819 1.4503
H -2.0296 1.8517 -1.5573
```

Summary:
LUMO energy = 0.140 Eh
HOMO-LUMO gap = 7.67 eV
net charge = -1
ΔE to the lowest compared entry with this formula, charge and spin = 0.0 kcal/mol

no.,M (g mol⁻¹)
1,959.040
2,661.573
3,86.134
4,161.401
5,375.511
6,429.879
7,1215.583
8,128.063